No. 1
Density functional theory data (wB97M-V/def2-TZVPD) for a molecular structure, C25H58IN20O11PS.

Last column: Mulliken charge in e.
CARTESIAN COORDINATES (ANGSTROEM)
C 5.17 -2.53 -2.78  -1.326
C 4.25 -1.77 -3.69  0.811
C 4.05 -2.33 -5.08  -1.421
C 3.61 -0.64 -3.35  -0.675
C 3.07 -0.37 -1.97  -0.897
C 1.57 -0.70 -1.85  0.149
C 0.66 0.17 -2.75  0.899
C 0.43 -0.48 -4.11  -1.306
C -0.63 0.66 -2.04  -1.229
C -1.94 -0.16 -2.19  -1.824
C -1.88 -1.65 -1.97  0.996
C -1.44 -2.20 -0.72  -0.045
I -0.99 -0.99 0.94  0.304
C -1.33 -3.53 -0.47  -0.784
C -1.67 -4.45 -1.48  0.063
N -1.62 -5.79 -1.43  -0.712
S -2.16 -6.27 -2.85  0.136
N -2.50 -4.90 -3.58  -0.574
C -2.16 -3.93 -2.70  0.738
C -2.29 -2.53 -2.96  0.195
P -3.05 -2.21 -4.61  -0.036
O -2.40 -0.77 -5.11  -0.414
O -4.58 -1.76 -4.19  -0.514
H 5.24 -3.58 -3.07  0.356
H 4.88 -2.51 -1.73  0.384
H 6.18 -2.12 -2.85  0.258
H 3.71 -1.53 -5.74  0.366
H 4.98 -2.76 -5.47  0.460
H 3.28 -3.10 -5.01  0.234
H 3.48 0.15 -4.08  0.551
H 3.58 -1.01 -1.24  0.228
H 3.20 0.66 -1.64  0.385
H 1.40 -1.76 -2.07  0.360
H 1.31 -0.45 -0.82  -0.447
H 1.25 1.07 -2.95  0.781
H 1.37 -0.59 -4.65  0.631
H -0.01 -1.47 -4.04  -0.120
H -0.18 0.18 -4.72  0.271
H -0.85 1.65 -2.46  0.386
H -0.38 0.85 -1.00  0.096
H -2.64 0.24 -1.45  0.693
H -2.37 0.09 -3.15  0.330
H -0.99 -3.90 0.49  0.512
H -3.01 -0.39 -5.75  0.322
H -4.62 -1.47 -3.27  0.400
C 2.99 0.32 3.68  0.546
O 4.12 0.60 4.06  -0.722
N 1.93 0.28 4.55  -0.334
N 2.69 0.03 2.39  -0.071
H 0.99 0.05 4.27  0.186
H 2.12 0.51 5.51  0.081
H 3.43 0.05 1.71  0.073
H 1.75 -0.17 2.09  0.005
C 3.61 2.94 6.92  0.755
O 2.75 2.12 7.26  -0.736
N 4.60 2.61 6.06  -0.332
N 3.59 4.22 7.37  -0.359
H 5.28 3.26 5.72  0.134
H 4.60 1.66 5.71  0.241
H 2.83 4.49 7.97  0.216
H 4.26 4.91 7.10  0.154
C -0.19 4.40 5.98  0.469
O 0.67 5.20 6.29  -0.698
N -1.47 4.77 5.66  -0.355
N 0.04 3.05 5.91  -0.002
H -2.18 4.12 5.40  0.178
H -1.68 5.75 5.70  0.220
H 0.97 2.73 6.13  -0.124
H -0.67 2.39 5.64  0.154
C -0.45 -0.03 -8.56  0.554
O 0.69 0.16 -8.18  -0.620
N -1.47 -0.31 -7.69  -0.247
N -0.80 0.01 -9.89  -0.401
H -2.42 -0.47 -8.00  0.174
H -1.25 -0.35 -6.71  0.211
H -0.07 0.21 -10.54  0.242
H -1.73 -0.14 -10.22  0.148
C 0.30 3.33 2.72  0.630
O -0.68 2.63 2.92  -0.636
N 1.55 2.92 3.08  -0.061
N 0.21 4.55 2.10  -0.435
H 2.39 3.45 2.92  0.148
H 1.61 2.02 3.51  0.025
H -0.71 4.85 1.83  0.268
H 1.00 5.14 1.93  0.145
C -2.14 -0.05 6.95  0.773
O -2.70 0.63 6.09  -0.664
N -0.87 0.23 7.33  -0.205
N -2.75 -1.10 7.55  -0.311
H -0.35 -0.29 8.02  0.173
H -0.43 1.01 6.88  -0.023
H -3.72 -1.28 7.30  0.231
H -2.31 -1.67 8.25  0.149
C 1.63 -6.94 -5.33  0.625
O 2.48 -6.07 -5.29  -0.612
N 0.29 -6.67 -5.21  -0.302
N 1.94 -8.27 -5.50  -0.403
H -0.42 -7.38 -5.24  0.176
H 0.03 -5.71 -5.08  0.137
H 2.92 -8.50 -5.59  0.222
H 1.26 -9.00 -5.53  0.156
C -6.22 -0.19 6.28  0.712
O -5.70 -0.85 7.18  -0.709
N -7.55 0.12 6.30  -0.427
N -5.52 0.27 5.22  -0.284
H -8.01 0.65 5.58  0.153
H -8.09 -0.22 7.08  0.217
H -4.53 0.06 5.21  0.176
H -5.92 0.80 4.47  0.161
C -1.44 4.98 -1.74  0.692
O -2.04 4.04 -1.25  -0.612
N -0.32 5.51 -1.17  -0.351
N -1.85 5.59 -2.90  -0.423
H 0.19 6.29 -1.56  0.149
H 0.01 5.09 -0.32  0.251
H -2.67 5.22 -3.34  0.230
H -1.37 6.36 -3.32  0.148

E_HOMO (Eh): -0.28650
LUMO energy (eV): -0.91
Orbital gap (hartree): 0.253
Net charge: 0

---

No. 2
Density functional theory data (wB97M-V/def2-TZVPD) for a single CH3NS2 molecule.

Last column: natural (NBO) charge in e.
CARTESIAN COORDINATES (ANGSTROEM)
S 2.57 -0.07 -0.37  -0.181
C 0.96 -0.47 0.21  -0.034
N -0.04 0.39 0.18  -0.687
S -1.73 -0.23 -0.44  0.099
H 0.42 -1.44 0.50  0.201
H 0.46 1.07 -0.59  0.419
H -2.64 0.74 0.52  0.183

E_HOMO (Eh): -0.32803
LUMO energy (eV): -0.82
Orbital gap (hartree): 0.298
Net charge: 0
Energy above the lowest of the compared OMol25 structures with the same formula, charge and spin (kJ/mol): 285.1

---

No. 3
Density functional theory data (wB97M-V/def2-TZVPD) for a molecular structure, C42H103F2N10O9S2V.

Last column: Mulliken spin population.
CARTESIAN COORDINATES (ANGSTROEM)
O -2.02 -2.67 0.55  -0.293
V -2.21 -2.31 -0.98  1.253
N -0.93 -0.66 -0.86  -0.057
S 0.31 -0.08 -1.86  0.016
O 1.63 -0.33 -1.31  0.005
O 0.05 1.09 -2.62  -0.003
F 0.19 -1.29 -2.89  0.005
S -1.00 0.67 -0.01  0.047
O -1.84 1.70 -0.54  -0.001
O 0.18 1.12 0.68  -0.006
F -1.86 0.05 1.18  0.005
C 4.48 -1.80 -2.42  0.000
C 3.38 -2.87 -2.50  -0.001
N 3.62 -3.99 -3.40  0.000
C 4.83 -4.70 -2.98  0.000
C 4.77 -6.17 -3.40  0.000
C 3.73 -3.56 -4.80  0.000
C 2.43 -2.88 -5.24  0.000
H 5.41 -2.20 -2.02  0.000
H 4.13 -1.02 -1.72  0.000
H 4.66 -1.24 -3.34  0.000
H 3.26 -3.24 -1.47  0.000
H 2.45 -2.32 -2.68  0.001
H 4.92 -4.79 -1.89  0.000
H 5.75 -4.22 -3.33  0.000
H 4.08 -6.80 -2.84  0.000
H 5.77 -6.57 -3.17  0.000
H 4.52 -6.29 -4.46  0.000
H 4.57 -2.89 -5.01  0.000
H 3.80 -4.45 -5.42  0.000
H 2.41 -2.68 -6.32  0.000
H 1.59 -3.48 -4.90  0.000
H 2.41 -1.86 -4.84  0.000
C 0.77 -3.64 4.52  0.000
C 1.03 -3.05 3.15  0.002
N 1.75 -1.77 3.11  0.000
C 2.37 -1.52 1.82  -0.001
C 3.42 -2.54 1.34  0.000
C 0.88 -0.67 3.49  -0.001
C 1.57 0.71 3.64  0.000
H 1.69 -3.86 5.05  0.000
H 0.35 -4.64 4.40  0.000
H 0.09 -3.05 5.13  0.000
H 1.57 -3.81 2.58  0.000
H 0.14 -2.94 2.51  -0.002
H 1.59 -1.34 1.06  0.001
H 2.88 -0.55 1.80  0.000
H 4.02 -2.18 0.51  0.000
H 4.07 -2.79 2.18  0.000
H 2.97 -3.48 1.02  0.000
H 0.43 -0.89 4.46  0.000
H 0.13 -0.59 2.69  0.000
H 2.57 0.45 4.00  0.000
H 1.06 1.30 4.40  0.000
H 1.67 1.19 2.67  0.000
C 7.21 1.13 -1.98  0.000
C 7.01 0.59 -0.60  0.000
N 6.10 1.47 0.21  0.000
C 6.37 1.41 1.63  0.000
C 6.07 0.05 2.35  0.000
C 4.72 1.19 -0.17  0.000
C 3.67 2.10 0.45  0.000
H 8.06 0.66 -2.48  0.000
H 7.44 2.19 -1.91  0.000
H 6.29 0.97 -2.55  0.000
H 6.55 -0.41 -0.60  0.000
H 7.90 0.58 0.02  0.000
H 7.43 1.61 1.82  0.000
H 5.85 2.24 2.11  0.000
H 5.10 -0.32 2.06  0.000
H 6.85 -0.68 2.12  0.000
H 6.12 0.21 3.43  0.000
H 4.48 0.18 0.20  0.000
H 4.51 1.18 -1.24  0.000
H 3.66 3.07 -0.05  0.000
H 3.93 2.42 1.46  0.000
H 2.68 1.64 0.47  0.000
C -1.98 5.15 -3.42  0.000
C -0.88 4.71 -2.45  -0.001
N -0.59 5.73 -1.46  0.000
C -1.72 5.92 -0.53  -0.001
C -1.47 6.99 0.52  0.000
C 0.72 5.61 -0.81  0.000
C 0.83 4.29 -0.04  0.000
H -2.00 4.42 -4.24  0.000
H -1.65 6.06 -3.93  0.000
H -2.97 5.32 -3.02  0.000
H -1.20 3.75 -2.01  0.001
H 0.00 4.55 -3.08  0.000
H -2.61 6.22 -1.08  0.000
H -1.96 4.96 -0.05  0.001
H -1.09 7.87 0.01  0.000
H -2.47 7.27 0.88  0.000
H -0.83 6.68 1.34  0.000
H 0.87 6.45 -0.13  0.000
H 1.46 5.69 -1.61  0.000
H 1.84 4.24 0.39  0.000
H 0.81 3.42 -0.69  0.000
H 0.12 4.17 0.78  0.000
C -3.92 2.38 2.42  0.000
C -3.45 3.83 2.53  0.000
N -3.51 4.31 3.90  0.000
C -3.62 5.76 3.98  0.000
C -3.85 6.26 5.39  0.000
C -2.65 3.65 4.85  0.000
C -1.16 4.02 4.79  0.000
H -4.04 2.24 1.34  0.000
H -4.89 2.21 2.87  0.000
H -3.16 1.66 2.74  0.000
H -2.47 3.92 2.04  0.000
H -4.15 4.40 1.91  0.000
H -4.42 6.15 3.35  0.000
H -2.67 6.21 3.63  0.000
H -3.94 7.35 5.40  0.000
H -3.06 6.05 6.12  0.000
H -4.73 5.84 5.87  0.000
H -3.08 3.80 5.84  0.000
H -2.70 2.57 4.68  0.000
H -0.69 3.65 3.88  0.000
H -0.99 5.09 4.93  0.000
H -0.63 3.51 5.60  0.000
C -3.18 -4.88 3.20  0.000
O -1.97 -5.02 3.11  0.000
N -3.83 -3.71 3.29  0.000
C -3.07 -2.48 3.52  -0.002
C -5.28 -3.64 3.34  0.000
H -3.85 -5.75 3.19  0.000
H -3.32 -1.83 2.68  0.000
H -2.01 -2.61 3.65  0.001
H -3.53 -2.00 4.39  0.000
H -5.71 -4.62 3.49  0.000
H -5.58 -3.04 4.21  0.000
H -5.67 -3.13 2.46  0.000
C -3.30 -1.14 -4.06  0.003
O -2.68 -1.32 -3.01  -0.009
N -3.54 0.04 -4.60  0.000
C -4.48 0.25 -5.68  0.000
C -2.91 1.25 -4.09  0.000
H -3.80 -1.98 -4.56  0.000
H -4.79 -0.71 -6.11  0.000
H -4.05 0.83 -6.50  0.000
H -5.37 0.75 -5.30  0.000
H -2.38 1.11 -3.15  0.001
H -2.18 1.59 -4.84  0.000
H -3.64 2.05 -3.96  0.000
C 0.36 -4.53 -1.66  0.004
O -0.44 -3.61 -1.47  0.013
N 0.21 -5.71 -1.06  0.006
C 1.15 -6.80 -1.33  0.000
C -1.01 -5.99 -0.29  0.000
H 1.25 -4.51 -2.30  0.001
H 1.13 -7.37 -0.41  0.000
H 2.17 -6.45 -1.48  0.000
H 0.73 -7.40 -2.14  0.000
H -1.78 -6.24 -1.02  0.000
H -0.84 -6.76 0.45  0.000
H -1.34 -5.13 0.30  0.000
C -4.73 -0.18 -0.86  -0.002
O -3.95 -1.06 -0.52  0.017
N -5.75 -0.36 -1.71  -0.001
C -6.76 0.66 -1.93  0.000
C -6.03 -1.66 -2.31  -0.002
H -4.70 0.85 -0.50  0.002
H -6.77 0.96 -2.98  0.000
H -6.59 1.54 -1.31  0.000
H -7.73 0.22 -1.66  0.000
H -6.11 -1.48 -3.38  0.000
H -5.31 -2.45 -2.13  0.001
H -6.98 -2.01 -1.88  0.000

2S+1: 2
E_HOMO (spin up / spin down) (Eh): -0.33875 / -0.33875
LUMO energy (spin up / spin down) (eV): -4.85 / -4.42
Orbital gap (spin up / spin down) (hartree): 0.160 / 0.176
Net charge: +1
Expectation value of S²: 0.793
Energy above the lowest of the compared OMol25 structures with the same formula, charge and spin (kJ/mol): 0.0

---

| no. | molar mass (g/mol) |
| --- | --- |
| 1 | 1004.8 |
| 2 | 93.2 |
| 3 | 1045.4 |